No. 1
Below is a structure of composition C35H36FN3O3PSe2W, with properties calculated with ωB97M-V/def2-TZVPD.

Geometry as XYZ:
```
82
Properties=species:S:1:pos:R:3:forces:R:3:mulliken_charge:R:1
W 0.2972 0.4700 -0.2122 0.15 0.97 -0.29 0.315
C 1.1342 3.2805 2.6423 -0.03 -0.01 -0.02 -1.282
Se -0.2154 2.6408 1.3960 0.00 0.10 -0.06 0.432
C -1.3911 1.7768 2.6908 -0.03 -0.02 0.02 -0.304
C -0.9077 0.4206 3.1551 -0.10 0.00 0.06 -0.782
Se -0.8208 -0.9313 1.7484 -0.01 -0.19 0.19 0.188
C -2.7013 -1.1767 1.3591 0.04 -0.08 0.09 -0.795
H 0.6548 4.0712 3.2138 0.05 0.00 0.04 0.413
H 1.9528 3.7050 2.0655 -0.01 0.00 0.00 0.423
H 1.4848 2.4858 3.2944 0.01 0.01 0.01 0.398
H -2.3674 1.7307 2.2118 0.02 -0.03 0.04 0.079
H -1.4720 2.4655 3.5328 0.01 0.00 0.00 0.620
H -1.5644 0.0053 3.9215 0.01 0.03 0.01 0.563
H 0.1006 0.4544 3.5687 -0.01 0.01 0.01 0.313
H -3.1777 -1.4737 2.2902 -0.04 0.00 -0.03 0.497
H -2.7638 -1.9876 0.6377 -0.01 -0.02 0.03 0.322
H -3.1232 -0.2710 0.9473 -0.03 0.03 -0.03 0.154
C -3.7103 2.6355 -6.1674 0.02 -0.01 -0.01 -1.538
C -3.9321 3.5844 -4.9998 0.07 0.01 0.14 0.102
C -5.4152 3.8487 -4.8168 -0.01 -0.03 -0.08 -0.919
C -5.7176 4.5281 -3.4975 -0.01 0.07 0.02 -1.074
C -5.2438 3.6623 -2.3739 0.09 -0.10 0.04 0.670
C -5.9318 3.5501 -1.1954 -0.01 0.01 0.05 -0.821
C -5.4218 2.7781 -0.1429 -0.05 0.05 -0.02 -0.434
F -6.1295 2.7028 0.9762 0.02 -0.02 0.02 -0.316
C -4.2230 2.1380 -0.2251 0.01 0.00 -0.07 -0.910
C -3.4907 2.2303 -1.4232 -0.01 0.03 -0.02 1.392
C -2.1832 1.6751 -1.5410 0.08 -0.01 0.23 0.924
O -1.6646 0.9759 -0.5409 0.03 -0.18 -0.19 -0.188
C -1.4803 1.9045 -2.7121 0.02 -0.02 -0.06 0.481
C -2.0963 2.5260 -3.7872 -0.14 -0.01 0.03 -0.263
N -3.3227 3.0105 -3.7152 -0.04 -0.04 -0.13 0.134
C -4.0232 2.9539 -2.5145 -0.05 0.09 -0.06 -1.041
C -0.1128 1.3520 -2.8208 -0.11 0.18 0.58 -0.271
O 0.2907 0.6413 -3.6792 0.30 0.10 -0.32 -0.468
O 0.6170 1.6866 -1.6717 -0.12 -0.70 -0.16 -0.497
H -4.2351 3.0419 -7.0315 -0.01 0.00 0.01 0.415
H -4.1328 1.6534 -5.9505 0.00 0.00 0.00 0.418
H -2.6706 2.5213 -6.4649 0.04 0.01 0.01 0.523
H -3.4023 4.5260 -5.1582 -0.02 0.01 0.02 0.220
H -5.9645 2.9066 -4.8956 -0.01 0.01 0.04 0.395
H -5.7345 4.4717 -5.6519 0.00 -0.01 0.00 0.446
H -6.7809 4.7344 -3.3905 -0.01 -0.02 -0.02 0.490
H -5.2011 5.4923 -3.4441 -0.02 0.00 0.00 0.354
H -6.8698 4.0708 -1.0476 0.00 0.00 -0.01 0.562
H -3.8448 1.5873 0.6197 0.00 0.01 0.00 0.747
H -1.5829 2.6249 -4.7314 0.03 -0.03 -0.03 0.674
N 1.5456 -2.3531 -0.0767 -0.05 -0.02 0.17 0.347
P 1.1443 -1.5121 -1.5207 0.10 0.34 -0.15 0.718
C 2.7639 -1.3201 -2.3067 0.03 -0.23 -0.06 0.657
C 3.6378 -2.4127 -2.1935 0.01 0.01 -0.05 -0.460
C 4.8934 -2.3729 -2.7728 -0.01 0.02 -0.01 -0.886
C 5.3017 -1.2373 -3.4610 -0.01 -0.01 0.00 -0.614
C 4.4471 -0.1520 -3.5724 0.02 0.03 -0.02 -0.796
C 3.1816 -0.1881 -3.0062 -0.09 0.02 0.10 -0.166
C 0.0526 -2.5601 -2.4387 -0.04 -0.04 -0.01 0.652
C -1.3166 -2.4865 -2.1677 -0.07 -0.03 0.00 0.090
C -2.1936 -3.3269 -2.8290 0.05 0.00 -0.01 -0.810
C -1.7031 -4.2306 -3.7670 -0.03 0.00 0.00 -0.611
C -0.3463 -4.2883 -4.0538 0.00 0.01 0.00 -0.819
C 0.5406 -3.4491 -3.3962 -0.03 -0.01 -0.04 -0.589
C 2.2851 -1.6167 0.8157 0.01 -0.08 0.04 0.617
C 3.1994 -2.1899 1.7004 -0.05 0.03 -0.07 -1.193
C 3.9445 -1.3687 2.5106 0.01 -0.01 0.02 -0.403
C 3.7897 0.0243 2.4320 0.00 -0.02 -0.02 -1.029
C 2.8496 0.5240 1.5833 0.00 0.03 -0.04 -0.764
N 2.0638 -0.2713 0.7970 -0.04 -0.23 -0.05 0.614
H 1.6765 -3.3553 -0.0888 0.09 -0.02 0.08 0.429
H 3.3473 -3.3168 -1.6742 -0.03 -0.02 0.04 0.398
H 5.5501 -3.2283 -2.6922 0.00 0.00 0.01 0.461
H 6.2844 -1.2034 -3.9117 0.00 0.01 0.00 0.453
H 4.7621 0.7319 -4.1100 0.00 0.00 0.00 0.468
H 2.5309 0.6623 -3.1235 -0.02 0.01 0.01 0.336
H -1.6965 -1.7626 -1.4507 0.04 -0.02 -0.03 -0.047
H -3.2548 -3.2790 -2.6261 -0.01 0.00 0.00 0.492
H -2.3883 -4.8875 -4.2859 0.00 0.00 0.00 0.436
H 0.0222 -4.9826 -4.7963 0.00 0.00 0.00 0.466
H 1.5949 -3.4793 -3.6403 -0.01 0.00 0.02 0.460
H 3.3266 -3.2638 1.7130 0.01 0.00 0.00 0.529
H 4.6674 -1.7996 3.1912 0.01 0.02 0.00 0.499
H 4.4007 0.6932 3.0200 0.00 0.00 0.01 0.514
H 2.6947 1.5865 1.4719 -0.01 -0.02 0.01 0.790
```
Positions in Å, forces in eV/Å.

Calculated values
HOMO (alpha / beta) in eV: -16.33 / -16.42
Total charge: +3
Multiplicity: 3
ΔE to the lowest compared entry with this formula, charge and spin in kcal per mole: 3.7



No. 2
Below is a structure of composition C32H39ClCsN2O3S, with properties calculated with ωB97M-V/def2-TZVPD.

Geometry as XYZ:
```
79
Properties=species:S:1:pos:R:3:forces:R:3:mulliken_charge:R:1
C -2.0887 -5.6639 2.9451 -0.75 0.48 0.70 -0.792
C -2.6779 -6.1888 1.5050 0.65 0.18 -0.29 -0.417
C -1.5478 -6.1940 0.2831 0.70 0.69 0.61 -0.220
C -1.4983 -4.7217 -0.5089 -1.59 -1.95 0.32 -0.764
N -1.1145 -3.7058 0.5434 2.43 1.68 -2.11 0.161
C 0.1101 -2.9005 0.1719 2.20 2.61 -0.59 -0.315
C 1.6021 -3.5478 -0.1892 0.20 2.60 -0.03 0.829
C 1.8586 -5.1679 -0.2106 0.10 0.25 -1.15 -0.922
C 2.9307 -2.5982 -0.5504 -3.84 1.92 0.94 -0.773
C 2.8236 -0.9625 -0.5674 -2.75 -2.39 0.90 -0.005
C 4.1821 -0.0717 -0.8993 -1.46 -0.51 -0.50 0.125
C 4.4488 -0.1858 -2.5347 4.21 -0.91 -2.37 -0.020
O 5.6483 -0.4583 -3.0831 -7.69 1.65 3.60 -0.556
C 3.0910 0.0421 -3.4836 -1.93 0.02 -1.28 0.508
C 2.3919 -1.3153 -4.1490 -2.17 5.05 -0.76 -0.248
C 1.0222 -1.0217 -5.0528 1.90 2.71 1.80 -0.453
C 0.4087 0.5088 -5.2613 3.59 -0.28 2.47 -0.399
C 1.1578 1.7898 -4.5602 1.65 -3.67 0.70 -0.336
C 2.5173 1.5687 -3.6682 -2.08 -3.93 -1.57 -0.307
C 1.3348 -0.2712 -0.2495 1.23 -4.19 -0.15 -0.556
C 0.0219 -1.2450 0.1040 3.73 -0.31 -0.76 0.133
S -1.5951 -0.2778 0.4237 2.44 0.62 0.74 -0.290
C -0.9778 1.2725 1.3163 1.45 1.81 0.99 1.001
C -1.9031 1.9260 2.5012 2.56 0.75 -1.04 0.212
O -3.2155 1.2449 2.7578 2.73 3.22 -1.42 -0.426
C -4.2991 2.0647 2.1809 -1.85 0.27 -0.30 -0.268
C -4.6531 1.7160 0.6117 -0.06 -0.55 0.66 -0.525
O -3.7297 2.4682 -0.2639 -2.00 0.55 -0.16 -0.154
C -4.4508 3.2299 -1.2985 0.26 0.67 -1.87 -0.404
C -3.5150 4.4773 -1.8928 0.14 -0.38 0.73 -0.568
C -1.3730 3.2539 3.3034 2.22 -2.19 -3.15 -0.637
C 0.1120 3.8679 2.8771 -1.31 -3.69 -0.41 -0.549
C 1.0326 3.1975 1.6523 -1.62 -1.90 1.78 -0.684
C 2.4938 3.9135 1.3344 -0.39 -2.05 0.11 -0.409
C 3.5085 3.4251 2.5534 -1.06 0.37 1.27 0.093
C 4.0665 4.6668 3.4764 0.73 0.36 -0.19 -0.880
Cl 4.8888 2.3758 1.8182 -1.26 1.18 0.73 -0.195
C 0.4911 1.8572 0.8109 -1.92 1.88 3.41 -0.453
N 1.2849 1.2391 -0.3190 -2.13 -0.80 1.60 0.388
H -2.8732 -5.9525 3.7899 1.64 0.53 -1.77 0.315
H -1.0640 -6.1435 3.2610 -1.98 0.90 -0.88 0.233
H -1.9933 -4.4757 3.0089 -0.05 -2.70 -0.33 0.130
H -3.0183 -7.3005 1.6594 0.37 2.28 -0.39 0.299
H -3.5735 -5.4771 1.1717 1.70 -1.79 0.80 0.203
H -1.7030 -7.0896 -0.4631 0.23 1.82 1.46 0.320
H -0.4973 -6.2949 0.8394 -2.22 -0.01 -1.42 0.007
H -0.8050 -4.7345 -1.4517 -1.22 0.19 2.01 0.345
H -2.6193 -4.5455 -0.8788 2.44 -0.09 0.69 0.284
H -1.9159 -3.1160 0.8568 1.22 -0.48 -0.54 0.316
H 1.0770 -5.7109 -0.9306 1.64 1.26 1.76 0.209
H 1.8309 -5.6834 0.8407 0.00 1.22 -1.98 0.227
H 2.9168 -5.3595 -0.7261 -2.26 0.50 1.35 0.314
H 3.9756 -3.1275 -0.7699 -2.61 1.25 0.54 0.190
H 3.9104 1.0484 -0.6337 0.73 -2.31 -0.58 -0.269
H 5.0785 -0.4814 -0.2601 -1.73 0.93 -1.51 0.421
H 2.8316 -2.3907 -3.9588 -1.03 2.53 -0.47 0.337
H 0.4683 -1.9344 -5.5361 1.19 2.06 1.01 0.299
H -0.5557 0.7183 -5.9039 2.23 -0.68 1.46 0.315
H 0.7459 2.8848 -4.6625 0.84 -2.49 0.05 0.319
H 3.0863 2.4315 -3.1182 -1.27 -1.77 -1.33 0.340
H -4.0592 3.2084 2.2880 -0.45 -2.19 -0.26 0.189
H -5.2704 1.8215 2.8202 2.17 0.43 -1.28 0.318
H -5.7629 1.9985 0.3511 2.11 -0.38 0.75 0.477
H -4.5641 0.5381 0.4484 0.07 2.55 0.27 0.176
H -5.4485 3.7285 -0.9401 1.86 -1.15 -0.30 0.343
H -4.6918 2.5055 -2.2117 0.39 1.51 1.95 0.277
H -4.1084 5.1055 -2.6839 1.05 -1.26 1.68 0.324
H -3.1837 5.1737 -0.9845 -1.04 -1.32 -2.07 -0.084
H -2.5372 4.0953 -2.4098 -1.86 0.51 0.94 0.169
H -2.0682 3.6986 4.1346 1.70 -0.84 -1.74 0.352
H 0.5062 4.8085 3.4813 -0.79 -2.20 -1.49 0.375
H 2.9089 3.3931 0.3539 -1.00 1.38 1.93 0.121
H 2.4287 5.0794 1.2342 0.12 -2.27 0.26 0.354
H 2.9222 2.6975 3.2917 1.33 1.47 -1.95 0.314
H 3.6638 4.6225 4.5895 0.85 -0.11 -2.44 0.247
H 3.7583 5.7195 3.0302 0.61 -2.25 0.82 0.234
H 5.2536 4.6314 3.4876 -2.63 0.08 0.10 0.310
H 0.9660 1.5825 -1.2666 0.31 -0.65 1.28 0.241
Cs -0.8051 4.7192 0.4237 -1.89 1.69 -2.35 1.182
```
Positions in Å, forces in eV/Å.

Calculated values
HOMO in eV: -9.84
Total charge: +1
Multiplicity: 1



No. 3
Below is a structure of composition C36H48FeNO2PS, with properties calculated with ωB97M-V/def2-TZVPD.

Geometry as XYZ:
```
90
Properties=species:S:1:pos:R:3:forces:R:3:mulliken_charge:R:1
Fe -0.1268 0.1667 -0.2813 0.21 -0.12 0.00 2.322
O -2.1986 3.7752 -0.5038 0.04 0.00 -0.01 -0.865
C -1.1747 3.0998 -0.6676 0.04 0.05 0.01 0.047
O -0.8751 2.0756 0.0244 -0.19 -0.09 0.12 -0.276
C -0.1566 3.5835 -1.7038 -0.01 -0.04 -0.02 0.176
C -0.4631 4.8143 -2.2909 -0.02 0.01 -0.03 -0.931
C 0.3571 5.4288 -3.2169 0.00 0.03 -0.02 -0.537
C 1.5381 4.7887 -3.5822 0.00 0.05 -0.04 -0.431
C 1.8584 3.5716 -3.0227 0.03 0.00 -0.01 -1.023
C 1.0397 2.9252 -2.0727 -0.08 0.02 0.03 1.021
S 1.6421 1.3683 -1.5247 0.02 -0.06 0.09 -0.494
H -1.3945 5.2692 -1.9798 0.01 0.00 0.00 0.430
H 0.0831 6.3847 -3.6503 0.00 -0.01 0.00 0.349
H 2.2067 5.2371 -4.3110 0.00 0.00 0.00 0.338
H 2.7699 3.0633 -3.3145 0.00 0.00 0.00 0.391
C -0.7743 0.7359 -5.2185 0.01 0.02 -0.01 -1.448
C -1.7882 0.0859 -4.3115 0.03 0.00 0.02 0.421
C -3.0412 -0.3048 -4.7972 -0.03 0.00 -0.01 -0.915
C -3.9491 -0.8748 -3.9185 -0.03 -0.01 -0.05 0.197
C -5.3124 -1.3043 -4.4052 -0.01 0.00 -0.01 -1.696
C -3.6311 -1.0489 -2.5779 0.01 -0.03 0.08 -0.612
C -2.3781 -0.6570 -2.0364 0.03 0.01 0.13 0.810
C -1.4759 -0.1043 -2.9865 0.04 0.05 -0.04 -0.575
N -1.9530 -0.7409 -0.7491 -0.16 0.09 -0.23 0.042
C -2.8018 -1.2880 0.3047 0.08 0.02 0.05 1.934
C -1.9742 -1.2224 1.5934 0.00 0.06 0.00 -2.534
C -4.0577 -0.4336 0.5633 0.03 -0.05 -0.02 -1.706
C -3.1402 -2.7772 0.0914 0.00 0.06 0.04 -1.610
H -1.1130 0.7302 -6.2570 0.00 0.00 -0.01 0.356
H 0.1872 0.2224 -5.1622 0.01 0.00 0.00 0.304
H -0.5967 1.7717 -4.9191 0.00 0.01 0.00 0.213
H -3.2978 -0.1596 -5.8420 -0.01 0.00 -0.01 0.172
H -5.4164 -1.1330 -5.4782 0.00 0.00 -0.01 0.367
H -6.1063 -0.7500 -3.8973 0.00 0.00 0.00 0.310
H -5.4854 -2.3671 -4.2143 0.00 0.00 0.00 0.318
H -4.3928 -1.4852 -1.9516 -0.03 -0.02 0.07 0.502
H -0.4852 0.1988 -2.6557 -0.01 0.00 0.00 0.590
H -1.7129 -0.1808 1.8076 -0.02 -0.01 0.00 0.286
H -1.0535 -1.7993 1.4852 0.00 -0.01 0.00 0.243
H -2.5443 -1.6098 2.4428 0.00 -0.02 0.03 0.587
H -3.7496 0.6040 0.7042 0.02 0.02 0.01 0.254
H -4.5706 -0.7765 1.4686 -0.02 -0.01 0.01 0.450
H -4.7697 -0.4564 -0.2576 -0.02 -0.01 -0.06 0.367
H -2.2122 -3.3171 -0.1068 0.02 -0.01 0.01 0.238
H -3.8158 -2.9557 -0.7413 -0.01 0.02 -0.05 0.336
H -3.5995 -3.1927 0.9948 -0.02 0.00 0.00 0.472
C 0.8836 3.6858 2.2541 -0.01 0.00 -0.03 -1.563
C 0.4273 2.4854 3.0842 0.03 -0.03 0.07 0.401
C -1.0987 2.4686 3.1994 -0.01 -0.01 0.00 -1.710
P 1.0013 0.8842 2.3270 0.12 0.04 -0.03 1.148
C 2.8226 1.2120 2.1160 0.01 0.02 0.02 0.478
C 3.5945 1.7725 3.3112 -0.02 -0.01 0.02 -1.891
C 3.5693 0.0255 1.5076 0.00 0.03 -0.03 -1.463
C 0.7707 -0.3068 3.7503 -0.07 0.01 0.02 0.774
C 1.2109 0.0936 5.1580 0.00 0.02 -0.01 -1.742
C 1.3209 -1.6913 3.3983 -0.01 -0.01 -0.02 -1.702
H 0.3802 4.5898 2.6083 -0.01 0.02 0.00 0.512
H 0.6242 3.5470 1.2054 0.00 0.00 -0.03 0.090
H 1.9600 3.8504 2.3254 0.00 0.00 -0.01 0.307
H 0.8531 2.5825 4.0901 0.01 -0.01 -0.04 0.412
H -1.5431 2.4116 2.2041 -0.02 -0.01 -0.02 0.122
H -1.4477 3.3879 3.6796 0.00 0.01 0.01 0.513
H -1.4563 1.6248 3.7962 0.00 -0.01 0.00 0.360
H 2.7866 1.9752 1.3296 -0.04 -0.02 0.01 0.417
H 3.8712 0.9729 4.0024 -0.01 0.00 0.01 0.327
H 3.0325 2.5213 3.8713 0.01 0.01 0.00 0.364
H 4.5241 2.2392 2.9700 0.02 0.00 -0.01 0.423
H 3.7561 -0.7494 2.2531 0.01 -0.04 0.01 0.238
H 4.5380 0.3596 1.1237 0.02 0.01 0.01 0.509
H 3.0144 -0.4211 0.6840 0.00 0.00 -0.01 -0.048
H -0.3224 -0.3972 3.7688 0.01 0.01 -0.03 0.204
H 2.2982 0.1286 5.2391 0.00 0.02 0.00 0.210
H 0.8542 -0.6506 5.8781 0.00 -0.01 0.01 0.487
H 0.8164 1.0624 5.4669 -0.01 0.00 -0.01 0.357
H 2.3901 -1.7431 3.6109 0.04 -0.01 -0.01 0.370
H 1.1804 -1.9383 2.3443 -0.01 0.00 0.00 0.184
H 0.8297 -2.4596 4.0030 0.00 -0.01 0.02 0.415
C 1.0333 -1.6230 -0.2138 0.03 -0.03 -0.12 -0.841
C 1.6615 -2.6746 -0.2728 -0.15 0.16 0.13 0.404
C 2.3982 -3.8890 -0.2737 0.07 -0.10 -0.04 0.062
C 3.7952 -3.8906 -0.4142 -0.04 0.06 0.00 -0.484
C 4.5127 -5.0732 -0.4066 0.04 -0.07 0.00 -0.430
C 3.8639 -6.2939 -0.2610 0.02 -0.03 0.01 -0.431
C 2.4809 -6.3100 -0.1223 0.04 -0.06 0.00 -0.395
C 1.7586 -5.1303 -0.1287 -0.02 0.06 0.00 -0.469
H 4.2997 -2.9400 -0.5323 -0.01 0.00 0.00 0.448
H 5.5912 -5.0434 -0.5179 -0.01 -0.01 0.00 0.347
H 4.4278 -7.2195 -0.2573 0.00 0.01 0.00 0.347
H 1.9593 -7.2542 -0.0098 0.01 0.00 0.00 0.346
H 0.6811 -5.1432 -0.0243 0.00 0.01 0.00 0.403
```
Positions in Å, forces in eV/Å.

Calculated values
HOMO (alpha / beta) in eV: -1.15 / -1.20
Total charge: -2
Multiplicity: 5
ΔE to the lowest compared entry with this formula, charge and spin in kcal per mole: 2.9



no.,energy (Ha),largest force on an atom (eV/Å)
1,-7055.70143,1.024
2,-2455.15312,8.652
3,-3609.13240,0.297